(1)
{
  "formula": "C23H68N10O11",
  "method": "the ωB97M-V functional and the def2-TZVPD basis",
  "species": ["C", "O", "N", "N", "H", "H", "H", "H", "C", "O", "N", "N", "H", "H", "H", "H", "C", "O", "N", "N", "H", "H", "H", "H", "C", "O", "N", "N", "H", "H", "H", "H", "C", "O", "N", "N", "H", "H", "H", "H", "C", "C", "C", "O", "H", "H", "H", "H", "H", "H", "H", "H", "C", "C", "C", "O", "H", "H", "H", "H", "H", "H", "H", "H", "C", "C", "C", "O", "H", "H", "H", "H", "H", "H", "H", "H", "C", "C", "C", "O", "H", "H", "H", "H", "H", "H", "H", "H", "C", "C", "C", "O", "H", "H", "H", "H", "H", "H", "H", "H", "C", "C", "C", "O", "H", "H", "H", "H", "H", "H", "H", "H"],
  "positions_angstrom": [[-3.09898, 23.52046, -12.79863], [-2.93845, 24.80221, -13.18319], [-3.14482, 22.42316, -13.54291], [-3.19583, 23.26802, -11.54043], [-3.23011, 22.52402, -14.61089], [-3.38099, 21.46421, -13.20045], [-3.08740, 24.13676, -10.95090], [-2.68328, 22.48885, -11.09172], [-4.77415, 15.07943, -13.31448], [-5.95287, 14.48921, -13.72843], [-3.79374, 14.43213, -12.76065], [-4.43585, 16.29065, -13.62164], [-3.87532, 13.47832, -12.58419], [-2.91827, 14.83470, -12.48166], [-5.15974, 16.82777, -14.08131], [-3.57986, 16.79077, -13.29521], [-2.61851, 18.87509, -13.35947], [-3.28101, 19.94494, -12.85673], [-2.20716, 18.80701, -14.56986], [-2.36794, 17.75309, -12.69318], [-2.19209, 19.68126, -15.09734], [-1.98244, 17.88973, -14.98989], [-2.37275, 17.84862, -11.71635], [-1.66307, 17.00059, -12.93886], [-0.24488, 21.62738, -11.49636], [1.08021, 21.63605, -11.03744], [-1.27503, 21.28148, -10.77019], [-0.58725, 21.87608, -12.75017], [-1.02297, 21.06175, -9.76267], [-2.10182, 20.85531, -11.19202], [0.06368, 22.41642, -13.34752], [-1.60715, 22.00558, -13.00662], [1.62320, 19.82319, -14.29148], [2.18661, 19.18753, -15.36421], [0.36254, 19.83360, -13.99551], [2.30517, 20.65072, -13.51055], [-0.33839, 19.17096, -14.37403], [-0.08561, 20.63347, -13.38929], [3.32490, 20.78272, -13.48250], [1.99592, 20.94547, -12.61097], [-2.80089, 17.18499, -17.88290], [-3.51127, 16.71208, -16.67729], [-4.62062, 15.71745, -17.03791], [-2.75218, 16.23250, -15.76671], [-2.23784, 16.33848, -18.36411], [-2.03743, 17.88460, -17.56769], [-3.36955, 17.71862, -18.56252], [-4.06308, 17.49371, -16.23917], [-5.13958, 15.50860, -16.12514], [-4.24582, 14.75837, -17.45080], [-5.32255, 16.09356, -17.79056], [-3.25506, 15.96505, -14.99018], [-5.30204, 18.37811, -10.91619], [-6.46496, 17.92177, -10.08508], [-6.20237, 16.60179, -9.41665], [-6.89477, 18.72512, -9.23950], [-4.57693, 18.99481, -10.43514], [-5.68885, 18.88437, -11.72244], [-4.74900, 17.60147, -11.40997], [-7.35288, 17.66338, -10.67527], [-5.40775, 16.70281, -8.69043], [-6.00147, 15.72968, -10.02875], [-7.20191, 16.30038, -9.01858], [-6.40345, 19.55051, -9.34907], [0.86420, 16.31920, -14.69200], [0.32150, 15.94077, -13.34649], [0.63212, 16.99543, -12.22824], [-0.88045, 15.64178, -13.26950], [1.15062, 15.39352, -15.19915], [1.74193, 16.90938, -14.66628], [0.12424, 16.82759, -15.26830], [0.89660, 15.09351, -13.02626], [1.61672, 17.47601, -12.35634], [0.56319, 16.55614, -11.22841], [0.03366, 17.92336, -12.35518], [-0.98958, 14.73971, -13.71348], [-3.08329, 17.80650, -8.08561], [-2.11792, 17.23449, -9.12173], [-2.62197, 16.01271, -9.89171], [-1.70994, 18.07752, -9.95254], [-3.34039, 16.96488, -7.41445], [-3.93230, 18.31368, -8.63505], [-2.46300, 18.59897, -7.51141], [-1.26042, 16.90195, -8.59101], [-3.61530, 16.12062, -10.33906], [-2.60842, 15.09418, -9.23633], [-2.04698, 15.71758, -10.77958], [-0.83166, 18.36923, -9.76072], [-1.42981, 22.05310, -18.01327], [-1.56091, 20.86102, -17.09814], [-0.28087, 20.09901, -17.11034], [-1.81678, 21.16728, -15.87776], [-1.36104, 21.67429, -19.05205], [-0.64064, 22.74555, -17.85854], [-2.33838, 22.66234, -17.75012], [-2.30257, 20.14727, -17.52788], [0.56088, 20.68730, -16.82570], [-0.08535, 19.67383, -18.12365], [-0.36446, 19.28209, -16.42637], [-1.16336, 21.72905, -15.49927], [-5.21262, 20.58678, -16.87213], [-5.26601, 21.12665, -15.51119], [-5.48013, 22.63508, -15.60986], [-6.17897, 20.83407, -14.71859], [-4.27238, 20.86239, -17.40476], [-6.09629, 20.84948, -17.45880], [-5.13332, 19.48108, -16.78033], [-4.28944, 20.88196, -15.09701], [-4.70371, 23.08530, -16.25406], [-5.47634, 23.14657, -14.67452], [-6.44716, 22.81996, -16.02505], [-6.00373, 21.32908, -13.87579]],
  "forces_ev_per_angstrom": [[0.6, 7.0, -3.4], [-0.9, -5.8, 0.7], [-0.3, -0.4, -4.4], [0.3, 0.9, 6.5], [0.3, 0.0, 2.5], [-0.1, 0.6, -0.2], [-0.2, -1.3, -1.1], [-0.9, 0.8, -0.7], [-6.8, -4.0, -3.0], [5.8, 2.9, 2.3], [2.1, -1.6, 1.6], [-0.6, 3.7, -1.3], [-0.5, -1.6, 0.3], [-0.1, 0.4, 0.0], [0.1, 0.1, 0.2], [-1.1, -0.5, 0.2], [-2.4, 3.3, 2.6], [2.8, -4.4, -0.8], [0.2, 0.4, -3.4], [0.5, -1.2, 1.3], [-0.2, -0.3, -0.3], [-0.2, 0.6, 0.1], [-0.4, 0.3, 1.7], [-1.1, 1.5, -0.5], [7.6, 0.3, 1.8], [-6.9, 0.1, -2.2], [-0.5, -1.5, 4.4], [0.0, 2.3, -2.0], [-0.7, 0.1, -2.0], [0.3, -0.4, 0.1], [-0.4, -0.4, 0.9], [1.2, -0.1, 0.0], [4.3, -2.5, -5.7], [-2.5, 2.4, 4.9], [-4.5, -0.6, 0.8], [3.3, 1.5, 1.0], [1.6, 0.8, 0.1], [1.2, -2.3, -1.4], [-0.8, -0.7, -1.2], [-1.1, 0.1, 0.8], [3.0, -1.2, 0.6], [-5.2, 0.5, -4.4], [0.2, -0.6, -1.0], [5.8, -2.6, 4.0], [-0.7, 0.7, 0.2], [0.5, 0.3, 0.1], [-1.5, 0.6, -1.4], [-1.0, 2.0, 0.3], [-0.7, -0.4, 0.4], [0.1, 0.5, 0.3], [0.1, 0.2, 0.3], [-0.4, -0.1, 0.0], [0.1, -0.8, 0.0], [1.7, -7.4, -5.8], [-1.1, -1.4, 0.7], [-1.8, 7.6, 6.5], [0.4, 0.6, 0.7], [-0.8, 1.8, -1.9], [0.1, -0.7, 0.2], [0.3, -0.1, -1.5], [-0.2, -0.2, 0.6], [0.5, 0.2, -0.8], [0.9, 0.3, 0.7], [-0.5, 0.1, 0.6], [-0.2, -1.1, -0.4], [10.3, 3.2, 1.8], [0.5, 1.2, -0.9], [-9.8, -5.0, -1.0], [-0.3, 0.1, -0.4], [0.8, 0.8, 0.2], [-0.5, 0.5, -0.6], [1.0, -0.7, 0.3], [0.0, -0.8, 0.1], [-0.2, 0.2, -0.2], [-0.1, -0.8, 0.4], [-0.5, 1.8, 0.6], [0.7, 0.9, 0.1], [-2.5, -6.0, 4.5], [-0.8, -1.9, 0.4], [2.2, 6.9, -6.2], [-0.4, 0.8, -0.2], [0.8, -0.8, 1.1], [-1.3, -1.2, -0.7], [0.8, -0.9, 1.2], [-0.2, 0.1, 0.6], [-0.3, 0.9, -0.6], [0.7, 0.5, 0.5], [0.7, 0.5, -0.1], [-2.6, 0.1, -0.5], [2.7, -1.8, -6.2], [0.3, -1.4, -1.9], [-3.5, 1.5, 5.8], [-0.4, 0.6, 0.4], [1.3, 0.1, 0.6], [0.4, -0.3, -1.2], [-0.1, 0.8, 0.6], [0.7, 0.5, 0.3], [0.0, 0.3, 0.7], [0.3, -0.7, 0.3], [1.0, 0.6, 0.4], [0.0, -2.2, -1.3], [6.2, 5.2, -3.7], [2.3, 1.0, -1.9], [-7.0, -4.2, 7.1], [-0.9, 0.3, 0.5], [0.1, -0.1, -0.1], [-0.3, 0.4, -0.3], [0.6, 0.1, 0.1], [-0.3, 0.4, 0.1], [0.3, 0.2, 0.9], [-0.6, 0.0, -0.6], [-0.6, -1.0, -1.1]],
  "lowdin_charge": [-0.667, -0.087, 0.104, 0.150, 0.133, 0.047, 0.155, 0.068, -0.614, -0.108, 0.199, 0.147, 0.106, 0.071, 0.145, 0.060, -0.534, -0.086, 0.207, 0.154, 0.084, 0.115, 0.055, 0.084, -0.543, -0.118, 0.148, 0.128, 0.168, 0.092, 0.168, 0.070, -0.626, -0.125, 0.142, 0.163, 0.066, 0.052, 0.131, 0.034, -0.017, -0.645, -0.014, -0.027, 0.120, 0.053, 0.064, 0.098, 0.049, 0.098, 0.090, 0.054, -0.032, -0.658, -0.046, 0.052, 0.065, 0.055, 0.047, 0.146, 0.052, 0.075, 0.101, 0.125, -0.008, -0.616, -0.014, -0.044, 0.095, 0.056, 0.064, 0.136, 0.092, 0.082, 0.056, 0.194, -0.020, -0.628, -0.028, -0.016, 0.093, 0.072, 0.110, 0.132, 0.048, 0.111, 0.053, 0.118, -0.024, -0.624, -0.055, -0.036, 0.103, 0.071, 0.095, 0.135, 0.080, 0.116, 0.040, 0.108, -0.024, -0.692, -0.047, 0.032, 0.082, 0.097, 0.083, 0.091, 0.090, 0.066, 0.086, 0.147],
  "smiles": "NC(N)=O.NC(N)=O.NC(N)=O.NC(N)=O.NC(N)=O.CC(C)O.CC(C)O.CC(C)O.CC(C)O.CC(C)O.CC(C)O",
  "molar_mass_g_mol": 660.9,
  "relative_energy_kcal_mol": 289.57
}

(2)
{
  "formula": "C5H14N2S",
  "method": "the ωB97M-V functional and the def2-TZVPD basis",
  "species": ["C", "C", "S", "N", "H", "H", "H", "H", "H", "H", "H", "C", "C", "C", "N", "H", "H", "H", "H", "H", "H", "H"],
  "positions_angstrom": [[1.55661, 0.16583, -1.88684], [0.56397, 1.05829, -2.62081], [0.84124, 0.79320, -4.42094], [1.45582, 0.37470, -0.41876], [1.39644, -0.87383, -2.18002], [2.58387, 0.38917, -2.18114], [-0.43248, 0.70428, -2.37245], [0.71824, 2.10740, -2.41292], [-0.44678, 0.80830, -4.80058], [0.71506, -0.23811, -0.07557], [2.28733, -0.07679, -0.05360], [-1.97480, -1.23600, 0.91408], [-1.10625, -0.28354, 1.67496], [-0.67872, -0.45731, 2.92410], [0.31706, 0.31150, 3.54712], [-2.20849, -2.14854, 1.46565], [-2.91915, -0.79698, 0.60695], [-1.45386, -1.60114, 0.02318], [-0.82430, 0.63153, 1.16271], [-0.99802, -1.30484, 3.52165], [0.08863, 0.49745, 4.51594], [0.51857, 1.17545, 3.06727]],
  "forces_ev_per_angstrom": [[0.1, 0.3, 0.5], [0.5, -0.8, -0.6], [-0.3, 0.0, 0.1], [0.1, -0.8, -0.6], [-0.2, -0.1, -0.1], [0.0, 0.2, -0.1], [-0.2, 0.4, 0.0], [-0.1, 0.1, 0.3], [0.1, 0.0, 0.0], [0.0, 0.3, 0.0], [0.1, 0.2, 0.4], [0.2, -0.4, 0.0], [-0.3, 0.1, 0.3], [0.3, -0.1, -0.3], [-0.5, 0.0, 0.4], [0.0, 0.1, 0.3], [-0.1, 0.1, -0.2], [-0.1, 0.2, -0.2], [0.1, 0.0, -0.1], [0.0, -0.1, -0.1], [0.2, 0.0, 0.0], [0.0, 0.1, -0.1]],
  "lowdin_charge": [-0.385, -0.547, 0.674, -0.001, 0.095, 0.101, 0.067, 0.061, -0.160, 0.030, 0.064, -0.121, -0.213, -0.236, 0.028, 0.070, 0.065, 0.060, 0.088, 0.110, 0.074, 0.076],
  "smiles": "C/C=C/N.NCCS",
  "molar_mass_g_mol": 134.2,
  "relative_energy_kcal_mol": 14.21
}

In order of appearance, LUMO energy = -0.0059 0.0339 Eh.
In order of appearance, orbital gap = 8.932 9.176 eV.